Entry 1:
C19H19F3N2O4S3 | ωB97M-V with the def2-TZVPD basis set

```
50
Properties=species:S:1:pos:R:3:forces:R:3:lowdin_charge:R:1
C -1.976046 -1.189713 1.575882 -0.887 -0.408 -0.282 -0.02
C -0.757334 -0.378388 1.564038 2.164 -0.085 0.495 -0.14
C -0.282282 0.126989 2.943094 0.915 -0.073 -1.527 -0.48
N 1.100893 0.488478 2.639209 0.796 -0.597 -1.581 0.05
C 1.410652 0.367425 1.344038 -0.415 0.015 1.896 -0.22
C 2.703976 0.873529 0.831511 0.793 0.323 -0.019 0.02
C 0.327800 -0.282890 0.688266 -1.510 0.147 0.267 0.06
H -1.859826 -2.186036 1.109501 0.124 0.509 0.291 0.12
H -2.332715 -1.256219 2.614575 0.084 -0.402 -0.407 0.09
H -2.792099 -0.692318 1.052404 -0.035 0.041 -0.214 0.08
H -0.410639 -0.715700 3.670225 0.461 0.353 -0.614 0.16
H 1.569550 1.087270 3.305100 0.286 -0.003 -0.103 0.14
H 3.422981 0.086616 0.562273 -0.522 -0.157 0.027 0.11
H 2.614035 1.512578 -0.062131 -0.253 -0.228 0.416 0.11
H 3.209047 1.427423 1.633984 -0.188 0.072 -0.303 0.10
H 0.411475 -0.592205 -0.355566 -0.351 -0.028 0.456 0.14
F -0.941203 3.180745 1.996297 -0.207 0.066 1.337 0.07
C -1.255534 3.072126 3.332235 -0.920 -0.077 -0.470 -0.74
F -0.642576 4.035126 4.049321 -0.414 -0.885 -0.933 0.10
F -2.601080 3.251424 3.469243 2.007 -0.177 -0.334 0.10
S -0.731688 1.428298 4.056146 -1.836 1.485 1.896 1.14
N -4.553963 1.531808 6.412457 2.947 -2.568 -2.072 -0.36
S -3.208653 1.853194 7.373264 -3.549 0.154 0.345 0.60
C -4.184037 3.163915 8.124181 0.644 0.191 -0.203 -0.27
C -3.726861 4.445325 8.446562 -0.783 -0.480 -0.038 -0.05
C -4.723428 5.402643 8.702491 -0.024 -0.173 0.136 -0.10
C -6.088177 5.079435 8.610807 0.003 -0.045 -0.037 -0.10
C -6.506232 3.790752 8.258334 0.652 0.311 0.341 -0.07
C -5.525052 2.841447 8.040876 -1.546 0.158 0.883 -0.12
O -2.983471 0.790433 8.323533 0.587 0.095 -0.254 -0.32
O -2.101154 2.487548 6.725931 1.137 0.051 -0.699 -0.35
S -4.462822 0.204291 5.468337 -0.096 3.015 0.326 0.57
C -4.949798 0.920509 3.877446 -0.541 -0.554 -0.514 -0.25
C -6.265346 1.366577 3.740981 0.194 0.355 -0.496 -0.05
C -6.721745 1.820304 2.497638 -0.036 -0.037 0.236 -0.08
C -5.900039 1.844109 1.366370 0.210 -0.387 0.348 -0.09
C -4.593269 1.364690 1.502986 -0.247 0.015 0.467 -0.09
C -4.141662 0.885302 2.742508 0.195 0.334 0.210 -0.10
O -3.075416 -0.189585 5.309026 0.046 -1.265 -0.357 -0.39
O -5.536899 -0.709435 5.769528 0.633 -0.338 -0.067 -0.31
H -2.656225 4.675357 8.477076 -0.510 -0.048 -0.077 0.11
H -4.421502 6.412208 8.974938 -0.147 -0.146 -0.049 0.09
H -6.852357 5.822086 8.825439 0.258 0.126 -0.081 0.09
H -7.545826 3.483652 8.131261 0.209 0.425 0.205 0.10
H -5.800487 1.839763 7.693898 -0.092 0.850 0.915 0.10
H -6.915464 1.393891 4.609447 0.026 -0.107 -0.134 0.12
H -7.754196 2.145803 2.420094 0.099 0.051 -0.030 0.10
H -6.286445 2.189435 0.399706 0.232 -0.111 0.472 0.10
H -3.915339 1.376349 0.657383 -0.012 -0.014 -0.059 0.09
H -3.112800 0.536937 2.867016 -0.581 0.252 -0.007 0.04
```
Forces are in eV/Å.

Energy above the lowest of the compared OMol25 structures with the same formula, charge and spin (eV): 3.303
Kohn-Sham gap (hartree): 0.182
LUMO level (eV): -2.57
HOMO level (eV): -7.52
E_tot (Ha): -2639.8666
Total charge: 0
F_max (eV/A): 4.42
2S+1: 1

---

Entry 2:
C26H54BO15 | ωB97M-V with the def2-TZVPD basis set

```
96
Properties=species:S:1:pos:R:3:forces:R:3:lowdin_charge:R:1
C -2.386997 -1.179614 0.979266 0.089 -0.161 -0.064 -0.09
O -3.266564 -0.141584 1.377299 -0.065 0.162 -0.126 -0.21
C -4.576321 -0.305802 0.829940 -0.014 0.103 -0.018 -0.23
C -5.113661 1.025445 0.306805 0.183 -0.291 0.133 -0.17
C -6.502699 0.958509 -0.340217 -0.043 -0.052 -0.053 -0.20
C -7.676083 0.524676 0.571134 0.013 -0.041 0.028 -0.20
C -8.318852 -0.843458 0.248453 0.001 0.075 -0.098 -0.20
C -7.284025 -1.916532 -0.071586 0.015 -0.028 0.101 -0.22
C -7.672577 -3.381634 0.120244 0.018 0.049 -0.026 -0.14
C -6.412431 -4.166916 0.464624 0.128 -0.124 0.224 -0.41
C -6.490694 -5.691485 0.335136 -0.347 0.305 -0.098 -0.24
O -5.173121 -6.118276 0.232775 0.079 -0.019 -0.044 -0.12
B -4.324010 -4.906679 -0.064074 0.146 0.118 0.003 -0.60
O -5.333069 -3.826934 -0.359329 -0.024 -0.173 0.029 -0.11
H -2.862881 -2.165621 1.003245 -0.024 0.051 0.057 0.08
H -2.008126 -1.008248 -0.037955 -0.053 0.001 0.041 0.09
H -1.539392 -1.179986 1.665491 -0.009 0.010 -0.014 0.07
H -4.546676 -1.045148 0.023474 -0.031 0.021 0.013 0.12
H -5.224456 -0.711018 1.613194 0.066 0.029 0.023 0.12
H -5.109794 1.756316 1.123085 0.001 -0.005 -0.018 0.12
H -4.393274 1.366175 -0.442552 -0.062 0.137 0.040 0.09
H -6.719189 1.953626 -0.738496 0.024 -0.020 -0.013 0.10
H -6.445228 0.296726 -1.207675 -0.025 0.012 0.000 0.10
H -7.341259 0.509262 1.614152 0.084 -0.005 -0.041 0.11
H -8.448793 1.296950 0.521645 -0.039 -0.045 0.078 0.09
H -9.039315 -0.724495 -0.568811 0.045 -0.051 -0.041 0.10
H -8.900578 -1.168040 1.117994 -0.028 0.082 -0.007 0.10
H -6.432999 -1.750612 0.581662 -0.057 -0.057 0.030 0.07
H -6.889281 -1.804780 -1.081192 0.013 0.057 -0.004 0.12
H -8.145898 -3.791286 -0.780028 0.036 0.016 0.021 0.11
H -8.390272 -3.484274 0.944032 0.011 -0.014 -0.038 0.11
H -6.136699 -3.935580 1.519038 -0.117 0.026 -0.068 0.15
H -7.082172 -5.913963 -0.577073 0.089 -0.133 0.043 0.11
H -7.016420 -6.149143 1.188649 0.091 -0.029 -0.007 0.11
H -3.578029 -5.068850 -1.030474 -0.042 -0.008 0.040 0.04
H -3.656144 -4.601941 0.963932 -0.085 0.001 -0.117 0.05
C -1.659670 2.633688 -1.117712 -0.055 0.095 -0.093 -0.05
C -0.979373 1.880887 -2.234233 0.062 -0.057 -0.018 -0.18
O -1.329350 2.425612 -3.531098 -0.029 0.074 0.029 0.04
C -0.656807 3.504720 -3.899943 0.167 -0.057 -0.075 -0.61
O 0.241316 4.041370 -3.298805 -0.109 0.007 0.004 0.11
O -1.117216 3.900122 -5.094681 -0.020 -0.012 0.053 0.00
C -0.458090 5.049119 -5.628655 -0.021 -0.016 0.033 -0.05
H -2.740699 2.641788 -1.260099 0.037 0.000 0.000 0.07
H -1.444312 2.140301 -0.173745 0.007 -0.065 0.125 0.07
H -1.298158 3.661014 -1.066817 0.012 -0.016 -0.001 0.08
H -1.315047 0.847485 -2.284916 -0.014 0.018 0.006 0.12
H 0.104329 1.901926 -2.127958 -0.011 -0.006 0.005 0.12
H 0.618336 4.892194 -5.667320 -0.005 -0.005 -0.023 0.09
H -0.665320 5.926765 -5.017288 0.002 -0.002 -0.006 0.10
H -0.865774 5.176764 -6.627050 0.015 0.022 0.003 0.09
C 4.512919 0.040801 0.938062 -0.087 -0.067 0.016 -0.05
C 3.791949 1.282504 0.463824 0.131 0.017 -0.031 -0.20
O 2.362873 1.109885 0.499416 -0.024 -0.017 0.062 0.04
C 1.794869 1.252110 1.695784 -0.067 0.006 0.036 -0.61
O 2.359321 1.547631 2.723509 0.000 0.030 -0.088 0.11
O 0.494400 1.023774 1.565657 -0.010 0.048 -0.095 0.00
C -0.292847 1.182565 2.754829 -0.042 -0.038 0.024 -0.03
H 4.200184 -0.828329 0.357887 0.042 0.004 -0.011 0.08
H 5.589102 0.166947 0.816703 0.004 0.010 -0.007 0.08
H 4.304416 -0.146152 1.991231 0.014 0.016 -0.001 0.08
H 4.014430 1.495843 -0.579621 -0.057 -0.024 -0.011 0.13
H 4.063863 2.152429 1.056353 0.007 0.001 0.002 0.09
H -0.123165 2.162012 3.198134 0.019 0.014 -0.034 0.10
H -0.035940 0.411792 3.480048 0.006 0.001 -0.007 0.10
H -1.324887 1.071680 2.432794 -0.005 -0.006 0.030 0.08
C 9.476949 5.587167 1.616439 -0.001 -0.014 -0.020 -0.07
C 8.326687 5.924348 0.694505 -0.048 0.013 -0.016 -0.21
O 7.251821 4.974802 0.822930 -0.010 -0.020 0.060 0.03
C 6.438972 5.170490 1.864349 -0.025 0.059 -0.051 -0.61
O 6.517132 6.071835 2.661081 0.019 -0.068 -0.009 0.12
O 5.519435 4.210447 1.858918 0.014 0.005 -0.005 0.00
C 4.566864 4.279032 2.930561 -0.099 0.005 0.080 -0.02
H 9.820974 4.567818 1.439548 0.005 0.006 0.006 0.08
H 10.308075 6.268517 1.428512 0.002 0.001 0.011 0.08
H 9.176688 5.688530 2.658081 0.001 -0.004 -0.001 0.08
H 8.617371 5.851639 -0.351659 0.013 0.003 0.011 0.12
H 7.939124 6.923226 0.891420 0.012 -0.003 -0.001 0.12
H 4.125192 5.271604 2.988573 0.039 0.013 -0.024 0.10
H 5.050336 4.041966 3.877118 0.018 0.025 -0.010 0.10
H 3.806763 3.536654 2.707916 0.034 -0.025 0.032 0.07
C 6.185286 -5.528097 -3.164878 0.013 0.019 0.001 -0.07
C 6.957951 -5.436433 -1.868479 0.005 0.001 0.058 -0.21
O 6.364955 -4.480498 -0.967846 -0.052 0.000 -0.016 0.03
C 5.306972 -4.925601 -0.284940 0.031 -0.053 0.075 -0.61
O 4.859330 -6.043081 -0.323879 0.005 0.067 -0.031 0.12
O 4.845996 -3.927060 0.464925 0.046 -0.001 -0.067 0.00
C 3.678470 -4.243262 1.235136 -0.058 0.026 0.016 -0.03
H 6.097606 -4.544747 -3.627341 -0.002 -0.007 -0.005 0.08
H 6.709512 -6.188856 -3.856863 -0.009 -0.005 -0.004 0.08
H 5.189183 -5.931837 -2.991700 0.000 0.004 0.000 0.08
H 7.965481 -5.056734 -2.027464 -0.007 -0.006 -0.015 0.12
H 7.011902 -6.403094 -1.369024 0.002 0.002 -0.011 0.12
H 3.838458 -5.139607 1.830160 0.025 0.009 -0.004 0.10
H 2.822043 -4.393975 0.580216 0.012 -0.012 0.000 0.10
H 3.516799 -3.380222 1.873587 -0.025 -0.016 0.003 0.09
```
Forces are in eV/Å.

Kohn-Sham gap (hartree): 0.215
LUMO level (eV): 1.97
HOMO level (eV): -3.89
E_tot (Ha): -2176.6423
Total charge: -1
F_max (eV/A): 0.47
2S+1: 1